# 1
C41H49BrF4N4O8P3PdS as an isolated structure at a distorted geometry, computed with the ωB97M-V functional and the def2-TZVPD basis.

Output
* LUMO (spin up / spin down): -7.7 / -12.1 eV
* HOMO (spin up / spin down): -15.276 / -15.516 eV
* energy above the lowest of the compared OMol25 structures with the same formula, charge and spin: 2.334 eV
* gap between HOMO and LUMO (spin up / spin down): 7.61 / 3.45 eV
* E_tot: -6935.42740 hartree

```
! RIJCOSX wB97M-V def2-TZVPD def2/J DEFGRID3
* xyz 3 5
N 2.41 0.27 0.58
C 3.96 4.28 1.77
N 1.46 -0.70 8.35
C 0.75 1.82 -2.25
C 3.04 3.57 1.02
C -1.62 -5.52 -1.46
C 0.43 -1.40 6.31
H 2.58 -0.34 -2.11
O 1.39 -2.59 -2.95
H 0.88 1.09 -4.26
F -1.16 7.59 0.11
H -4.55 -1.11 -6.19
C 0.01 -1.10 5.04
H 2.94 -0.65 -3.81
C 0.23 0.18 4.52
H 4.30 5.39 3.57
H 2.79 -3.95 -1.08
C -0.57 5.33 0.30
C -0.89 3.97 0.39
H 2.11 3.07 -5.08
C 3.57 4.86 2.97
H -4.25 -4.27 -0.09
C -3.49 -2.26 0.05
H -1.66 -6.61 -1.55
H -1.54 -3.03 -3.59
H -3.88 -1.23 0.10
C 1.09 -0.42 7.10
C -3.23 4.62 0.28
C 2.26 4.76 3.41
H -2.14 -5.09 -2.31
H 4.12 0.58 -0.46
P 0.47 2.71 0.37
C 1.33 4.09 2.64
F -4.50 4.27 0.27
O -2.74 -2.42 -1.18
F -3.82 6.89 0.03
C 4.48 0.67 1.67
H 2.07 4.76 -1.17
C 1.71 3.50 1.43
C -4.64 -3.26 0.05
C 3.15 -0.96 -2.79
Br -2.88 1.85 0.61
H 0.33 -5.55 -0.56
Pd -0.89 0.09 0.34
C 3.70 0.51 0.53
H -5.43 -3.07 -4.77
H 3.35 3.11 0.09
C -3.84 -0.94 -5.38
H -5.34 -3.05 -0.75
N 2.49 0.36 2.91
O -1.69 -0.13 2.73
H 0.50 -6.52 -2.84
C 1.79 3.96 -1.83
C 1.13 1.90 -3.58
C -2.89 5.97 0.17
H -1.54 -2.06 1.00
H 3.30 -3.04 -3.33
O -0.35 1.89 2.56
O -3.72 -0.79 -2.95
H 0.21 0.95 -1.88
O -0.08 -3.67 -1.09
H 1.63 -5.19 -2.63
H 4.22 -0.83 -2.62
C 1.82 3.00 -4.04
H 2.68 4.89 -3.52
C -0.16 -5.08 -1.42
H 5.54 0.83 1.62
H 4.25 0.79 3.83
H 1.07 2.12 4.82
C 3.77 0.62 2.87
C 3.06 -2.90 -1.19
S -0.40 0.47 2.90
C -1.54 6.32 0.19
C -2.53 -2.52 1.22
H -2.37 -3.59 1.35
H 1.89 0.01 8.93
F 0.70 5.72 0.29
O -1.94 -0.01 -1.54
H 0.25 -2.38 6.73
C -2.24 3.64 0.40
H -3.86 -3.37 -4.02
H -0.79 -1.47 -3.98
H -2.12 -5.23 -0.55
H 0.15 -4.94 -3.56
H 2.49 -2.30 -0.48
C -4.78 -2.78 -3.95
H 1.87 1.59 7.11
C 0.91 1.15 5.26
H 1.96 5.21 4.34
O 0.34 -1.26 -1.03
H -2.95 -1.54 -5.57
H -2.94 -2.10 2.13
H -3.56 0.11 -5.40
C 1.83 0.12 1.77
H -0.53 -1.82 4.44
C 2.15 4.03 -3.17
C 2.77 -2.42 -2.60
H 4.97 4.39 1.42
N 0.56 -0.28 1.83
C 1.07 2.85 -1.37
H 0.30 4.04 2.95
H -5.28 -3.02 -3.02
H -5.43 -0.74 -3.96
H 1.24 -1.59 8.77
C 0.58 -5.45 -2.69
P 0.17 -2.40 -1.97
P -2.44 -1.25 -2.20
C -4.49 -1.30 -4.06
C -1.17 -2.10 -3.18
H -5.17 -3.22 0.99
C 1.35 0.85 6.53
H 4.12 -2.80 -0.98
*
```

Results of the Löwdin charge analysis, in e, for atoms 1 through 2: atom 1 (N): 0.133, atom 2 (C): -0.042


# 2
A 14-piece molecular cluster, C41H49F9N14O7S3 overall at a distorted geometry, computed with the ωB97M-V functional and the def2-TZVPD basis.

Output
* LUMO: -0.7 eV
* HOMO: -8.640 eV
* energy above the lowest of the compared OMol25 structures with the same formula, charge and spin: 1.217 eV
* gap between HOMO and LUMO: 7.98 eV
* E_tot: -4978.06251 hartree

```
! RIJCOSX wB97M-V def2-TZVPD def2/J DEFGRID3
* xyz 0 1
C 2.71 10.34 10.00
O -0.84 0.60 -1.35
C -2.34 -5.21 -6.75
H -3.34 14.84 -0.16
H -1.75 9.48 -0.93
H 0.64 -3.43 0.94
H -6.52 -2.89 -4.63
N -7.59 -1.30 -7.14
H 0.69 -7.63 -4.15
C 2.39 -8.75 -3.61
F -2.68 -2.78 -4.77
C 4.37 -6.73 2.09
O -0.73 -1.74 -0.29
F -0.79 -3.64 -6.02
H -2.44 5.24 0.34
C -0.39 -2.77 -2.45
H -2.82 8.66 4.42
N 1.17 11.00 8.00
C 2.92 7.62 6.20
H -4.16 1.27 2.62
C 5.03 -4.99 -1.28
F -0.72 -5.62 -5.11
H 5.65 -5.55 -1.97
C -3.84 14.28 -0.94
H -0.61 -4.24 0.03
C -1.67 -7.75 -0.12
C -2.34 7.71 4.22
C -1.89 4.74 1.13
C 1.27 -3.66 -3.73
F -1.67 -7.44 -7.05
N 3.14 -9.10 -2.82
N -3.50 4.22 3.13
H 3.26 -5.98 -1.92
C 3.39 -3.60 0.40
C -2.46 0.17 3.16
C -1.25 7.90 3.25
H 2.74 -3.05 1.07
N 5.14 -5.95 1.72
H 1.20 -5.71 0.16
C 2.38 8.07 4.91
C -3.06 10.11 0.59
N -1.70 -0.19 3.95
N -2.10 12.83 -2.24
C -2.65 -8.76 -0.54
C -2.69 -6.72 -6.63
C 3.39 -7.71 2.55
C 0.20 1.41 6.41
H 3.11 7.89 4.12
H -3.01 -8.53 -1.54
N 7.57 -2.25 0.73
C 0.21 -2.57 -0.99
N 3.35 7.27 7.21
F -1.52 -5.11 -7.81
C -2.17 10.41 -0.54
H 3.87 -8.45 3.18
H -5.10 -2.52 -5.64
O -1.19 -1.61 -2.63
H -0.32 2.37 6.52
H 2.22 9.58 10.61
H 8.52 0.15 -1.08
H -1.48 3.81 0.74
C 1.85 10.71 8.88
C -6.02 -2.11 -5.22
S -1.70 -4.10 -2.68
F -3.39 -4.45 -7.04
H 1.16 -5.25 -1.52
H -3.08 7.02 3.82
N 2.78 1.76 6.65
H -4.33 14.97 -1.63
S 1.63 -1.42 -1.21
N -0.40 8.06 2.48
H -0.03 0.99 5.44
O -2.78 -3.68 -1.84
S -1.41 -0.69 -1.31
C 4.74 -3.34 0.41
C -3.43 0.61 2.16
H -4.60 13.63 -0.49
H -2.18 -9.74 -0.55
F -3.04 -7.08 -5.40
N -3.76 9.88 1.46
C -2.87 13.47 -1.67
C 1.35 -4.87 -0.52
N 1.99 -4.54 -3.96
O -2.79 -0.67 -0.99
H -5.77 -1.28 -4.56
H 2.63 -2.19 -1.70
C 1.42 -8.29 -4.62
O 0.52 -2.61 -3.54
H -0.16 0.73 7.18
C -2.41 -4.03 -4.42
H 8.45 -1.27 -2.14
H -2.72 10.90 -1.32
C 2.84 -4.52 -0.44
C 5.54 -4.03 -0.44
H 3.65 9.93 9.62
H 1.47 7.52 4.68
H 6.59 -3.82 -0.46
C -1.52 -4.64 -5.54
C 1.64 1.61 6.55
F -3.72 -6.99 -7.43
H -2.92 1.15 1.37
C -2.79 4.45 2.25
H 5.11 -2.58 1.08
H 2.61 -7.21 3.12
H -3.49 -8.77 0.15
H -1.36 11.05 -0.21
C 7.93 -0.72 -1.36
H -3.94 -0.25 1.74
C 0.38 -3.78 -0.06
C -6.90 -1.66 -6.29
H 1.93 -7.75 -5.41
F -3.59 -4.64 -4.32
H 0.91 -9.15 -5.05
H 2.94 -8.21 1.69
H -1.94 7.31 5.14
H 6.96 -0.38 -1.74
C 7.73 -1.57 -0.19
C 3.68 -5.22 -1.26
N -0.91 -6.96 0.20
H 2.93 11.21 10.61
H 2.15 9.13 4.96
H -1.08 5.38 1.46
O -1.25 -5.41 -2.32
*
```

Results of the Löwdin charge analysis, in e, for atoms 1 through 2: atom 1 (C): -0.072, atom 2 (O): -0.210